Record 1
This record from the OMol25 dataset describes C6H10N4 as an isolated structure. The level of theory is wB97M-V/def2-TZVPD.

Properties
Orbital gap (alpha / beta)   8.637 / 6.609 eV
Multiplicity   3
Energy relative to the best compared isomer or geometry (same formula, charge and spin)   2.189 eV
Maximum force   8.0 eV/A
E   -12318.9556 eV
Charge   +2

Cartesian coordinates (Å):
C  -1.1867  -1.7285  -0.1787
C  1.7179  0.5710  -1.0454
C  -1.2714  -0.2542  -0.3429
C  2.2546  -0.5288  -0.3775
C  0.7126  -0.9273  0.7675
C  -0.6485  1.3006  1.3212
N  -0.0793  -2.0321  0.4136
N  0.6086  1.0273  -0.6989
N  -2.2110  0.3357  -0.9177
N  -0.1384  0.2771  0.3605
H  -1.7071  -2.5375  -0.7809
H  2.4027  1.1645  -1.7233
H  2.4008  -1.4805  -0.9897
H  3.0568  -0.2936  0.3620
H  1.1751  -0.9889  1.8802
H  -1.2614  2.0717  0.8680
H  -1.0528  0.8199  2.2184
H  0.2502  1.9603  1.5279
H  -2.9152  -0.1877  -1.5639
H  -2.1077  1.4309  -1.1001


Record 2
This record from the OMol25 dataset describes C41H44ClN2NdP2S as an isolated structure. The level of theory is wB97M-V/def2-TZVPD.

Properties
Orbital gap (alpha / beta)   7.370 / 7.530 eV
Multiplicity   4
Energy relative to the best compared isomer or geometry (same formula, charge and spin)   0.000 eV
Maximum force   1.8 eV/A
E   -103412.1846 eV
Charge   +2

Cartesian coordinates (Å):
Nd  -0.5107  -0.0956  -1.6783
Cl  0.1921  -0.0886  -4.1064
P  -0.0330  2.7506  -1.0767
P  0.0055  -2.7970  -0.8292
C  0.0692  3.6120  0.4966
C  -1.5275  3.3850  -1.9081
C  1.4098  3.2955  -2.0797
C  1.6011  -3.5418  -1.2975
C  -0.5247  -3.6277  0.6724
C  -1.2242  -3.1870  -2.1294
C  1.1811  4.3937  0.8536
C  1.2608  4.9612  2.1273
C  0.2293  4.7645  3.0466
C  -0.8881  3.9959  2.6964
C  -0.9675  3.4267  1.4282
H  1.9729  4.5721  0.1254
H  2.1270  5.5712  2.3955
H  0.2866  5.2174  4.0398
H  -1.7015  3.8591  3.4108
H  -1.8501  2.8467  1.1438
C  2.6573  2.7071  -1.7977
C  3.7783  3.0682  -2.5421
C  3.6521  3.9896  -3.5858
C  2.4100  4.5567  -3.8903
C  1.2837  4.2023  -3.1405
H  2.7308  1.9629  -0.9959
H  4.7477  2.6295  -2.3071
H  4.5309  4.2650  -4.1717
H  2.3142  5.2722  -4.7048
H  0.3021  4.6280  -3.3715
C  -2.0953  4.6276  -1.5573
C  -3.3208  5.0291  -2.1116
C  -3.9828  4.1793  -3.0022
C  -3.4076  2.9674  -3.3852
C  -2.1681  2.5832  -2.8778
H  -1.5705  5.2748  -0.8503
H  -3.7423  6.0002  -1.8424
H  -4.9439  4.4799  -3.4154
H  -3.9188  2.3214  -4.1020
H  -1.6588  1.6900  -3.3001
C  -1.7988  -4.2189  0.7844
C  -2.2349  -4.6791  2.0307
C  -1.4149  -4.5561  3.1564
C  -0.1427  -3.9879  3.0399
C  0.3016  -3.5259  1.8075
H  -2.4316  -4.3137  -0.0916
H  -3.2229  -5.1354  2.1218
H  -1.7664  -4.9045  4.1285
H  0.5088  -3.9082  3.9160
H  1.2855  -3.0703  1.7133
C  2.5137  -2.7799  -2.0575
C  3.7550  -3.3220  -2.3818
C  4.0889  -4.6120  -1.9624
C  3.1837  -5.3741  -1.2181
C  1.9387  -4.8362  -0.8788
H  2.2378  -1.7768  -2.4043
H  4.4588  -2.7337  -2.9700
H  5.0630  -5.0260  -2.2160
H  3.4316  -6.3830  -0.8987
H  1.2254  -5.4197  -0.2917
C  -1.0009  -4.1892  -3.0849
C  -1.9164  -4.3977  -4.1104
C  -3.0522  -3.5739  -4.2091
C  -3.3038  -2.5919  -3.2474
C  -2.4227  -2.4144  -2.1708
H  -0.0914  -4.8010  -3.0027
H  -1.7558  -5.2006  -4.8367
H  -3.7452  -3.7234  -5.0327
H  -4.1916  -1.9675  -3.3284
H  -2.6956  -1.7748  -1.3200
H  3.0738  -0.0478  -4.1753
H  2.3545  -0.0514  -4.4293
C  1.9337  0.9151  5.7042
C  1.1022  1.4122  4.5328
N  1.1647  0.4516  3.3971
C  0.1149  0.0392  2.6372
S  0.3754  -0.1476  0.9070
N  -1.0405  -0.2924  3.2277
C  -1.0877  -0.8048  4.6133
C  -2.3865  -1.5546  4.8510
H  1.5977  -0.0812  6.0361
H  1.8365  1.5992  6.5516
H  3.0054  0.8719  5.4780
H  0.0498  1.5481  4.8199
H  1.4955  2.3762  4.1701
H  2.0115  0.5440  2.8345
H  -1.7332  -0.6748  2.5728
H  -0.2116  -1.4546  4.8070
H  -1.0205  0.0604  5.2965
H  -2.4709  -2.4695  4.2514
H  -2.4209  -1.8782  5.8958
H  -3.2549  -0.9115  4.6564